1.
Molecular formula: C2H4Br4N
Method: DFT, ωB97M-V/def2-TZVPD

```
11
Properties=species:S:1:pos:R:3:mulliken_charge:R:1
C -0.67 -0.78 -0.57 -0.373
C -3.21 0.24 0.02 -0.037
N 0.20 0.06 0.35 -0.216
Br -0.96 -2.55 -0.10 0.064
Br -3.99 0.82 -1.55 0.113
Br -3.86 -1.37 0.80 0.092
Br -2.59 1.49 1.22 0.032
H -0.39 -0.46 -1.56 0.378
H -0.08 0.92 0.80 0.237
H 0.95 0.26 -0.30 0.359
H 0.41 -0.59 1.10 0.350
```

The calculation puts the calculated total energy at -10429.0092 Eh. The value obtained for the relative energy (zero: lowest compared OMol25 entry of this formula, charge and spin) is 146.7 kJ/mol. The value obtained for the LUMO energy (spin up / spin down) is -5.28 / -4.79 eV. The total charge is +1. The HOMO energy (spin up / spin down) comes out at -12.19 / -13.21 eV.

2.
Molecular formula: C12H29BO8
Method: DFT, ωB97M-V/def2-TZVPD

```
50
Properties=species:S:1:pos:R:3:mulliken_charge:R:1
C 2.57 -2.58 2.19 -1.351
C 2.00 -1.68 1.11 0.006
O 1.22 -0.65 1.68 -0.244
C 1.54 0.68 1.31 -0.647
B 0.24 1.57 1.10 0.343
O 0.25 2.87 1.61 -0.400
C -1.02 1.08 0.31 -0.552
C -0.80 -0.07 -0.67 -0.069
C -2.07 -0.73 -1.16 -0.383
O -2.93 -1.22 -0.10 -0.365
C -2.31 -1.87 0.91 0.863
C -2.95 -1.63 2.25 -1.205
O -1.37 -2.62 0.75 -0.579
H 1.84 -2.71 2.98 0.320
H 3.47 -2.13 2.61 0.326
H 2.84 -3.55 1.77 0.388
H 2.82 -1.29 0.51 0.300
H 1.37 -2.27 0.44 0.166
H 2.15 1.14 2.10 0.227
H 2.13 0.74 0.39 0.404
H 0.17 2.85 2.56 0.270
H -1.40 1.94 -0.26 0.305
H -1.80 0.83 1.04 0.134
H -0.32 0.34 -1.56 0.477
H -0.11 -0.82 -0.29 -0.249
H -2.66 0.01 -1.68 0.424
H -1.87 -1.53 -1.87 0.084
H -3.64 -2.46 2.42 0.366
H -3.55 -0.73 2.23 0.347
H -2.19 -1.62 3.03 0.294
O 1.60 7.80 1.83 -0.547
C 1.84 6.42 2.13 -0.443
C 2.47 5.73 0.94 -0.095
O 3.68 6.37 0.57 -0.546
H 0.88 7.84 1.19 0.325
H 2.53 6.41 2.98 0.306
H 0.91 5.92 2.42 0.254
H 2.69 4.69 1.18 0.133
H 1.77 5.75 0.09 0.259
H 3.52 7.31 0.66 0.348
O -2.20 -3.25 -3.79 -0.506
C -1.91 -4.61 -3.44 -0.410
C -1.24 -5.31 -4.60 -0.296
O -0.05 -4.64 -4.98 -0.505
H -2.91 -3.25 -4.44 0.279
H -1.23 -4.56 -2.59 0.230
H -2.82 -5.13 -3.14 0.338
H -0.97 -6.33 -4.32 0.304
H -1.93 -5.35 -5.46 0.251
H -0.24 -3.70 -4.92 0.323
```

The calculation puts the calculated total energy at -1101.3853 Eh. The value obtained for the LUMO energy is 0.35 eV. The total charge is 0. The HOMO energy comes out at -9.33 eV.

3.
Molecular formula: C4H12OSi
Method: DFT, ωB97M-V/def2-TZVPD

```
18
Properties=species:S:1:pos:R:3:mulliken_charge:R:1
C 2.01 -0.36 1.22 -1.038
C -1.11 0.62 -1.88 -0.817
C -1.92 -0.64 1.02 -1.062
C 1.10 -0.43 0.00 0.150
O 1.58 0.18 -1.21 -0.482
Si -0.68 0.37 -0.06 0.182
H 2.49 0.72 1.09 0.253
H 1.41 -0.64 2.12 0.279
H 2.89 -0.97 1.15 0.352
H -0.68 -0.17 -2.52 0.312
H -2.28 0.65 -1.89 0.281
H -0.66 1.61 -2.06 0.230
H -3.00 -0.37 0.89 0.326
H -1.82 -1.72 0.82 0.338
H -1.80 -0.57 2.12 0.315
H 0.91 -1.49 -0.35 0.242
H 2.13 0.90 -0.91 0.281
H -0.57 2.32 0.46 -0.143
```

The calculation puts the calculated total energy at -524.2532 Eh. The value obtained for the relative energy (zero: lowest compared OMol25 entry of this formula, charge and spin) is 393.7 kJ/mol. The value obtained for the LUMO energy is 0.97 eV. The total charge is 0. The HOMO energy comes out at -9.11 eV.

4.
Molecular formula: C28H32NO2
Method: DFT, ωB97M-V/def2-TZVPD

```
63
Properties=species:S:1:pos:R:3:mulliken_charge:R:1
C -3.21 -0.13 -3.92 -1.525
C -3.19 0.04 -2.43 0.791
C -2.33 1.09 -1.83 -0.889
C -3.94 -0.83 -1.66 -0.874
N -4.22 -0.69 -0.32 0.328
C -4.71 -1.92 0.34 -0.616
C -4.63 -1.74 1.84 -0.591
O -5.35 -0.58 2.26 -0.364
C -4.89 0.62 1.64 -0.485
C -4.92 0.53 0.12 -0.398
H -2.49 0.55 -4.39 0.376
H -2.95 -1.16 -4.20 0.337
H -4.21 0.08 -4.34 0.292
H -1.61 1.45 -2.57 0.463
H -2.88 1.96 -1.45 0.260
H -1.77 0.65 -1.00 0.141
H -4.27 -1.78 -2.11 0.378
H -5.75 -2.11 0.04 0.357
H -4.07 -2.75 0.01 0.469
H -5.13 -2.58 2.35 0.342
H -3.57 -1.69 2.15 0.226
H -5.60 1.39 1.98 0.313
H -3.87 0.87 1.98 0.247
H -4.44 1.41 -0.32 0.208
H -5.97 0.50 -0.21 0.257
C 2.40 5.99 -2.66 -1.384
C 1.96 4.79 -1.90 0.981
C 0.65 4.73 -1.41 -0.750
C 0.16 3.57 -0.85 -0.567
C 0.99 2.40 -0.73 0.442
C 0.41 1.21 -0.22 -0.697
C 1.07 -0.02 0.04 0.835
C 2.22 -0.49 -0.64 -0.790
C 2.88 -1.64 -0.22 -0.340
C 2.31 -2.42 0.79 0.303
O 2.85 -3.68 1.10 -0.443
C 3.90 -3.73 2.02 0.588
C 3.62 -4.26 3.29 -0.373
C 4.61 -4.18 4.27 -0.370
C 5.87 -3.67 3.96 -0.506
C 6.14 -3.20 2.67 -0.512
C 5.15 -3.21 1.69 -0.341
C 1.13 -2.03 1.44 -0.432
C 0.53 -0.84 1.07 -0.809
C 2.36 2.56 -1.07 -0.599
C 2.82 3.71 -1.68 -0.945
H 3.37 5.81 -3.15 0.374
H 1.67 6.26 -3.43 0.370
H 2.50 6.86 -1.99 0.326
H 0.00 5.60 -1.52 0.425
H -0.87 3.52 -0.48 0.371
H -0.58 1.33 0.23 0.768
H 2.61 0.05 -1.50 0.795
H 3.81 -1.98 -0.69 0.490
H 2.64 -4.68 3.49 0.434
H 4.39 -4.55 5.27 0.363
H 6.65 -3.65 4.73 0.378
H 7.13 -2.82 2.42 0.361
H 5.33 -2.84 0.68 0.249
H 0.70 -2.67 2.20 0.443
H -0.36 -0.51 1.61 0.393
H 3.08 1.77 -0.82 0.764
H 3.85 3.77 -2.02 0.364
```

The calculation puts the calculated total energy at -1291.0587 Eh. The value obtained for the relative energy (zero: lowest compared OMol25 entry of this formula, charge and spin) is 136.2 kJ/mol. The value obtained for the LUMO energy is -5.55 eV. The total charge is +1. The HOMO energy comes out at -9.72 eV.